Entry 1:
The ion C2H6Cl2P with charge +1 in a non-equilibrium geometry, computed with ωB97M-V/def2-TZVPD.

- energy (eV) = -36499.0593
- largest force on an atom (eV Å⁻¹) = 1.90
- charge = +1
- HOMO-LUMO gap (eV) = 12.6565
- E_HOMO (Eh) = -0.612
- energy above the lowest of the compared OMol25 structures with the same formula, charge and spin (kJ/mol) = 64.3

```
11
Properties=species:S:1:pos:R:3:forces:R:3:mulliken_charge:R:1
C -0.316097 -0.159541 -1.573483 0.1 0.9 0.4 -0.92
C -0.362581 -0.090418 1.608300 -0.6 -1.1 -0.7 -0.82
P 0.527738 0.321103 0.025812 0.7 0.2 0.1 0.90
Cl 1.031969 2.249541 0.015362 -0.4 -0.5 -0.1 -0.12
Cl 2.280334 -0.681692 -0.031894 -0.8 0.4 0.2 -0.12
H -1.407481 -0.025474 -1.453661 0.5 -0.3 0.0 0.36
H 0.001342 -1.189551 -1.782631 -0.4 0.2 0.1 0.36
H -0.003397 0.498714 -2.433806 0.0 -0.5 1.1 0.35
H -1.403238 -0.262904 1.239249 0.5 0.5 0.6 0.32
H -0.326573 0.466725 2.601808 0.3 -0.1 -1.9 0.35
H -0.022011 -1.126506 1.784943 0.1 0.3 0.1 0.33
```
Forces are in eV/Å.

Entry 2:
The ion C2H6Cl3NP with charge +1 in a non-equilibrium geometry, computed with ωB97M-V/def2-TZVPD.

- energy (eV) = -50511.1164
- largest force on an atom (eV Å⁻¹) = 5.60
- SMILES string = C[N+](C)=P(Cl)(Cl)Cl
- charge = +1
- HOMO-LUMO gap (eV) = 10.0758
- E_HOMO (Eh) = -0.542
- energy above the lowest of the compared OMol25 structures with the same formula, charge and spin (kJ/mol) = 101.8

```
13
Properties=species:S:1:pos:R:3:forces:R:3:mulliken_charge:R:1
C 0.639492 -0.938682 1.163515 0.3 3.6 1.8 -0.93
N 0.101304 -0.412448 -0.083738 -2.2 1.4 -0.2 0.09
C 1.010522 0.279705 -1.023276 -4.1 1.5 -3.5 -0.92
P -1.372575 0.420090 -0.121799 0.5 -1.4 1.7 0.83
Cl -2.761505 -0.581863 0.905170 0.9 0.4 -0.2 -0.10
Cl -1.855651 0.404960 -1.946699 -0.8 -0.2 -2.1 -0.03
Cl -1.658906 2.352962 0.360822 0.7 -0.8 0.3 -0.07
H 0.726248 -0.107049 2.010335 -0.1 -1.6 -1.7 0.34
H 0.028777 -1.683067 1.538346 -1.2 -1.6 0.6 0.36
H 1.618421 -1.294286 1.002113 1.0 -0.5 -0.4 0.40
H 1.901983 0.373640 -0.582771 3.5 0.4 1.5 0.45
H 1.090389 -0.179281 -2.117157 -0.3 0.7 2.6 0.23
H 0.531500 1.365317 -1.104861 1.8 -1.9 -0.4 0.34
```
Forces are in eV/Å.

Entry 3:
The molecule C2H6Cl4Si2 in a non-equilibrium geometry, computed with ωB97M-V/def2-TZVPD.

- energy (eV) = -68017.4698
- largest force on an atom (eV Å⁻¹) = 2.89
- SMILES string = CC(Cl)(Cl)[SiH2][SiH](Cl)Cl
- HOMO-LUMO gap (eV) = 9.5631
- E_HOMO (Eh) = -0.351
- energy above the lowest of the compared OMol25 structures with the same formula, charge and spin (kJ/mol) = 508.9

```
14
Properties=species:S:1:pos:R:3:forces:R:3:mulliken_charge:R:1
C 1.310010 -0.046042 0.731836 -0.5 -0.3 2.1 -0.97
C 0.972063 0.920580 -0.375655 -1.8 1.8 0.2 0.29
Cl 0.575522 2.639177 0.329587 0.2 -1.0 -0.1 -0.20
Cl 2.319833 1.112087 -1.448213 1.1 0.1 -0.6 -0.16
Si -0.565201 0.704226 -1.644063 0.1 -1.9 1.9 0.37
Si -2.749707 0.231501 -0.005698 1.8 -0.9 -0.2 0.45
Cl -4.295418 -0.546321 -1.066786 -0.4 -0.1 -0.5 -0.24
Cl -3.440807 1.928182 0.884766 0.2 0.2 0.1 -0.21
H 2.203747 0.256068 1.406376 -1.2 -0.3 -1.7 0.32
H 0.446374 -0.126314 1.566741 1.6 -0.2 -2.4 0.25
H 1.554397 -0.970088 0.138761 -0.4 0.3 1.3 0.31
H 0.021724 -0.458904 -2.520432 -1.0 0.9 0.7 -0.07
H -0.843762 1.886865 -2.457275 0.1 0.2 0.0 -0.07
H -2.576536 -0.870631 1.082034 0.2 1.1 -0.8 -0.08
```
Forces are in eV/Å.

Entry 4:
A structure of composition C2H6ClIOSi in a non-equilibrium geometry, computed with ωB97M-V/def2-TZVPD.

- energy (eV) = -32721.0984
- largest force on an atom (eV Å⁻¹) = 4.47
- HOMO-LUMO gap (eV) = 9.2423
- E_HOMO (Eh) = -0.336
- energy above the lowest of the compared OMol25 structures with the same formula, charge and spin (kJ/mol) = 120.5

```
12
Properties=species:S:1:pos:R:3:forces:R:3:mulliken_charge:R:1
C 0.589497 0.577662 -1.670647 3.1 -0.3 -0.9 -0.50
C 0.482445 0.065366 1.803014 -2.8 -1.4 -0.6 -1.05
O -0.090689 -0.583160 -1.356159 -0.5 -2.0 -0.4 -0.11
Si -0.842412 -1.021431 -0.007553 1.0 3.3 2.9 0.45
Cl -1.618433 -2.883959 0.136375 0.5 0.0 -0.2 -0.21
I -2.759177 0.556857 0.212532 0.0 -0.3 -0.1 -0.15
H 1.089104 0.978804 -0.774880 0.0 0.0 -0.4 0.18
H -0.068898 1.296388 -2.067495 -0.9 1.0 -0.5 0.29
H 1.407212 0.341196 -2.496230 -1.6 0.4 1.8 0.20
H 1.275585 0.643509 1.379754 0.5 0.1 -0.4 0.32
H -0.263927 0.722354 2.323424 0.5 -0.6 -0.8 0.27
H 0.799690 -0.693584 2.517861 0.2 0.0 -0.3 0.32
```
Forces are in eV/Å.